(1)
Formula: C33H26Cl5IrP2
Source: the Open Molecules 2025 dataset
Level of theory: wB97M-V/def2-TZVPD

As for the multiplicity: 1. As for the net charge: +2. The calculation puts the lowest unoccupied orbital energy (spin up / spin down) at -8.690 / -8.825 eV. The HOMO energy (spin up / spin down) comes out at -12.7 / -12.6 eV.

The geometry in XYZ format:
```
67
Properties=species:S:1:pos:R:3:forces:R:3
Ir 0.1942 -1.5456 -0.1669 0.5 -1.6 -0.9
Cl -1.1973 -3.3782 0.4994 0.0 -0.1 0.0
C 0.3832 -3.9700 1.0216 -0.3 0.1 -0.1
C 1.3051 -2.9492 0.8982 -0.8 0.5 0.5
C 2.5533 -3.2179 1.4587 0.6 0.7 0.1
Cl 3.7790 -1.9996 1.5326 -0.2 -0.4 0.0
C 2.8389 -4.4725 2.0076 0.1 0.0 -0.1
Cl 4.3843 -4.7895 2.6644 -0.1 0.0 -0.1
C 1.8669 -5.4826 2.0290 0.0 -0.2 0.1
Cl 2.2233 -7.0169 2.6707 0.0 0.1 0.0
C 0.5842 -5.2268 1.5377 -0.1 0.0 -0.1
Cl -0.6762 -6.3718 1.5839 0.0 0.0 0.0
C 0.6078 1.5105 2.1167 0.2 -0.2 0.2
C 1.9054 0.7307 1.8236 -0.8 0.3 -0.4
P 2.6184 0.7275 0.1308 2.4 -0.7 0.9
C 2.5851 2.3309 -0.5970 -0.6 0.7 -0.5
C 2.6561 3.4698 0.2250 -0.2 -0.5 -0.2
C 2.7071 4.7253 -0.3457 0.1 0.2 -0.4
C 2.7068 4.8617 -1.7321 0.0 0.0 0.0
C 2.6644 3.7370 -2.5532 0.1 0.3 0.1
C 2.6132 2.4754 -1.9954 -0.1 0.0 0.5
C 1.9690 -0.4917 -1.0561 -0.3 0.6 -0.4
C 2.8733 -1.4841 -1.5670 -0.6 0.6 1.0
C 2.5512 -2.2360 -2.6619 -0.6 -0.4 -0.8
C 1.3386 -2.0357 -3.3496 0.6 -0.4 -0.1
C 0.4850 -1.0366 -2.9587 -0.6 0.5 0.4
C 0.7936 -0.2345 -1.8275 0.2 0.0 -0.6
C -0.6700 0.6653 2.1684 0.1 0.0 -0.1
P -1.3324 0.0325 0.5870 0.0 0.6 1.1
C -2.8716 -0.8227 0.9822 0.2 -0.2 -0.2
C -3.5793 -1.4022 -0.0763 0.0 -0.1 0.0
C -4.7500 -2.0989 0.1660 0.0 0.0 -0.1
C -5.2215 -2.2302 1.4683 0.0 0.0 0.0
C -4.5206 -1.6620 2.5202 0.0 0.0 0.0
C -3.3458 -0.9583 2.2824 0.0 0.0 0.1
C -1.8500 1.5133 -0.3475 0.1 -0.2 -0.3
C -0.9437 2.5118 -0.7206 0.2 0.0 0.0
C -1.3725 3.6586 -1.3680 0.0 0.0 0.0
C -2.7184 3.8350 -1.6563 0.0 0.0 0.0
C -3.6299 2.8609 -1.2820 0.0 0.0 0.0
C -3.2046 1.7115 -0.6315 -0.1 -0.1 0.0
H 0.4858 2.3572 1.4457 0.0 0.0 0.0
H 0.7209 1.9532 3.1072 -0.1 0.0 0.1
H 1.8084 -0.3207 2.0918 0.0 0.0 0.1
H 2.7189 1.1238 2.4391 0.0 0.0 -0.1
H 2.6767 3.3720 1.3041 0.0 0.0 0.0
H 2.7593 5.6020 0.2858 0.0 0.0 0.0
H 2.7565 5.8480 -2.1740 0.0 0.0 0.0
H 2.6838 3.8498 -3.6288 0.0 0.0 0.0
H 2.6071 1.6038 -2.6382 0.0 0.0 0.0
H 3.8257 -1.6249 -1.0791 0.0 0.1 0.1
H 3.2503 -2.9795 -3.0208 0.0 0.0 0.0
H 1.1114 -2.6397 -4.2182 0.0 0.0 0.0
H -0.4097 -0.8098 -3.5232 0.0 0.0 -0.1
H 0.2669 0.7019 -1.7206 0.0 0.1 0.1
H -1.4683 1.2711 2.6061 -0.1 0.0 -0.1
H -0.5224 -0.2022 2.8170 0.0 0.0 0.0
H -3.2172 -1.3012 -1.0950 0.0 0.0 0.0
H -5.2965 -2.5390 -0.6576 0.0 0.0 0.0
H -6.1364 -2.7748 1.6585 0.0 0.0 0.0
H -4.8863 -1.7629 3.5335 0.0 0.0 0.0
H -2.8204 -0.5234 3.1226 0.0 0.0 0.0
H 0.1120 2.4291 -0.5062 0.1 -0.1 -0.1
H -0.6507 4.4173 -1.6426 0.0 0.0 0.0
H -3.0536 4.7297 -2.1634 0.0 0.0 0.0
H -4.6834 2.9933 -1.4887 0.0 0.0 0.0
H -3.9426 0.9816 -0.3356 0.0 0.1 0.0
```
Positions in Å, forces in eV/Å.

These are the natural (NBO) partial charges, in e, on atoms 1 to 6: number 1, Ir, carries 0.54; number 2, Cl, carries 0.23; number 3, C, carries -0.05; number 4, C, carries -0.26; number 5, C, carries 0.04; number 6, Cl, carries 0.09


(2)
Formula: C33H27BiBrCl4N5O2
Source: the Open Molecules 2025 dataset
Level of theory: wB97M-V/def2-TZVPD

As for the multiplicity: 1. As for the net charge: -2. The calculation puts the lowest unoccupied orbital energy at 3.664 eV. The HOMO energy comes out at -0.4 eV.

The geometry in XYZ format:
```
73
Properties=species:S:1:pos:R:3:forces:R:3
Bi -0.0813 0.2200 0.0068 0.2 -0.2 0.2
C 5.4481 -0.2151 -0.6568 0.2 0.0 0.1
C 4.4803 -1.0217 -0.0664 0.0 0.0 0.0
C 3.1602 -0.9657 -0.4679 0.0 -0.1 0.0
C 2.7339 -0.0966 -1.5038 -0.2 0.1 -0.3
C 3.7381 0.7087 -2.0960 0.0 0.1 0.0
C 5.0523 0.6513 -1.6719 0.0 -0.1 0.0
N 1.4157 -0.0495 -1.8385 0.0 -0.2 -0.1
C 0.9572 0.6782 -2.9413 0.1 0.0 -0.3
C 1.4152 0.4746 -4.2373 -0.1 0.0 0.1
C 0.9158 1.2097 -5.3120 0.1 0.0 -0.2
C -0.0469 2.1826 -5.0844 0.0 -0.1 0.0
C -0.5458 2.3910 -3.8067 0.0 0.0 0.0
C -0.0817 1.6310 -2.7212 -0.1 0.3 0.0
N -0.5562 1.7654 -1.4545 0.2 -0.1 0.2
N -1.3912 2.8230 -1.1637 -0.3 0.4 -0.3
C -1.7774 2.8680 0.0760 0.3 -0.2 0.0
C -2.5079 4.0021 0.5852 -0.2 0.1 0.1
C -2.7079 4.1369 1.9189 0.0 0.0 -0.2
C -2.2383 3.1405 2.8229 0.0 -0.1 0.1
C -1.6446 2.0303 2.2881 -0.1 0.2 0.2
N -1.4446 1.8612 0.9736 0.0 0.0 -0.3
H 6.4812 -0.2564 -0.3332 0.0 0.0 0.0
H 4.7640 -1.7093 0.7246 0.0 0.0 0.0
H 2.4245 -1.5942 0.0200 0.0 0.0 0.0
H 3.4504 1.4022 -2.8752 0.0 0.0 0.0
H 5.7907 1.2941 -2.1412 0.0 0.0 0.0
H 2.1837 -0.2737 -4.3995 0.0 0.0 0.0
H 1.2910 1.0265 -6.3133 0.0 0.0 0.0
H -0.4222 2.7794 -5.9095 0.0 0.0 0.0
H -1.3014 3.1367 -3.6022 0.0 0.0 0.0
H -2.8518 4.7376 -0.1304 0.0 0.0 0.0
H -3.2256 5.0063 2.3107 0.0 0.0 -0.1
H -2.3679 3.2421 3.8914 0.0 -0.1 0.0
H -1.3183 1.2106 2.9247 0.0 0.1 -0.1
Cl -6.9041 -1.1735 2.8882 0.0 0.0 0.0
C -5.1980 -1.1501 2.5937 0.2 0.1 0.0
C -4.2913 -1.2366 3.6372 -0.1 0.0 -0.2
Cl -4.8613 -1.3923 5.2650 0.0 0.0 0.1
C -2.9315 -1.1909 3.3607 0.2 0.0 -0.1
Cl -1.7825 -1.2832 4.6594 0.1 0.0 0.1
C -2.3741 -1.0347 2.0588 -0.8 -0.2 0.3
O -1.1172 -0.9487 1.8876 0.1 -0.4 0.2
C -3.3416 -0.9772 0.9968 0.2 0.0 -0.1
O -3.0583 -0.8462 -0.3221 -0.1 -0.1 0.3
C -4.6986 -1.0270 1.2922 -0.1 0.0 0.0
Cl -5.8186 -0.9381 -0.0319 0.0 0.0 0.0
Br 6.3505 1.5563 2.9798 0.0 0.0 0.0
C 4.5464 0.9544 2.9987 0.2 -0.1 0.2
C 4.1562 -0.0104 3.9092 -0.2 0.0 -0.2
C 2.8289 -0.4166 3.8751 0.2 0.0 0.1
C 1.9716 0.1714 2.9595 -0.1 0.1 -0.1
N 2.3613 1.1115 2.0997 0.1 0.0 0.1
C 3.6339 1.4860 2.1047 -0.2 0.1 -0.1
H 4.8636 -0.4409 4.6043 0.0 0.0 0.0
H 2.4666 -1.1775 4.5534 0.0 0.0 0.0
H 0.9300 -0.1326 2.8958 0.0 0.0 0.1
H 3.9261 2.2266 1.3692 0.1 0.0 0.0
C -1.4562 -2.7778 -2.7488 0.0 0.0 0.1
C -1.4465 -2.5769 -1.2275 -0.2 -0.1 0.1
C -0.0641 -2.9798 -0.6973 -0.1 0.1 -0.1
C -2.4667 -3.5242 -0.5836 0.0 0.2 -0.1
C -1.7824 -1.0706 -0.9504 0.5 0.0 0.1
H -1.2313 -3.8187 -3.0037 0.0 0.0 0.0
H -0.7043 -2.1318 -3.2095 0.0 0.0 -0.1
H -2.4373 -2.5266 -3.1595 0.0 0.0 0.0
H 0.1196 -4.0414 -0.8928 0.0 0.0 0.0
H -0.0246 -2.8152 0.3806 0.1 0.0 0.1
H 0.7184 -2.3967 -1.1857 0.0 0.0 0.0
H -2.2681 -4.5487 -0.9117 0.0 0.0 0.0
H -3.4941 -3.2663 -0.8476 0.0 0.0 0.0
H -2.3725 -3.4967 0.5020 -0.1 0.0 0.1
H -1.9392 -0.5859 -1.9160 0.0 0.0 0.1
```
Positions in Å, forces in eV/Å.

These are the Mulliken partial charges, in e, on atoms 1 to 6: number 1, Bi, carries 1.10; number 2, C, carries -0.63; number 3, C, carries -0.77; number 4, C, carries -0.15; number 5, C, carries 0.56; number 6, C, carries -0.46


(3)
Formula: C33H27BrClN6O2ReSe
Source: the Open Molecules 2025 dataset
Level of theory: wB97M-V/def2-TZVPD

As for the multiplicity: 2. As for the net charge: +1. As for the expectation value of S²: 0.76. The calculation puts the lowest unoccupied orbital energy (spin up / spin down) at -3.830 / -3.769 eV. The HOMO energy (spin up / spin down) comes out at -9.9 / -9.9 eV.

The geometry in XYZ format:
```
72
Properties=species:S:1:pos:R:3:forces:R:3
Re 0.1544 1.0599 -0.4582 -0.2 -0.3 0.1
C 2.2525 2.0472 1.9109 0.0 0.0 0.0
O 0.9472 1.5619 1.5545 -0.1 0.0 0.0
C -0.0907 1.8046 2.4666 0.0 0.0 0.0
C 0.0958 2.4156 3.6896 0.0 0.0 0.0
C -1.0140 2.6435 4.4969 0.0 0.0 0.0
C -2.2789 2.2480 4.0891 0.0 0.0 0.0
C -2.4498 1.6015 2.8748 0.0 0.0 0.0
C -1.3560 1.3902 2.0531 0.0 0.0 0.0
N -1.4163 0.7228 0.8001 0.2 0.1 -0.1
N -2.3557 -0.1530 0.6869 -0.1 0.0 0.0
C -2.2057 -1.1722 -0.1539 0.1 0.0 0.0
C -0.8836 -1.6649 -0.4287 -0.2 -0.1 0.0
O 0.1722 -0.9739 -0.1787 0.1 0.1 0.0
C -0.7406 -3.0227 -0.8552 0.0 0.1 0.0
C -1.8329 -3.7616 -1.1470 0.0 0.0 0.0
C -3.1728 -3.2635 -1.0004 0.0 0.0 0.0
C -4.2833 -4.0442 -1.3473 0.0 0.0 0.0
C -5.5586 -3.5551 -1.1799 0.0 0.0 0.0
C -5.7489 -2.2720 -0.6591 0.0 0.0 0.0
C -4.6680 -1.4866 -0.3208 -0.1 0.0 0.0
C -3.3693 -1.9756 -0.4807 0.1 0.0 0.0
H 2.6296 1.4958 2.7711 0.0 0.0 0.0
H 2.2046 3.1118 2.1354 0.0 0.0 0.0
H 2.8894 1.8869 1.0483 0.0 0.0 0.0
H 1.0736 2.7235 4.0283 0.0 0.0 0.0
H -0.8804 3.1321 5.4522 0.0 0.0 0.0
H -3.1354 2.4339 4.7220 0.0 0.0 0.0
H -3.4234 1.2629 2.5497 0.0 0.0 0.0
H 0.2632 -3.4012 -0.9871 0.0 0.0 0.0
H -1.7065 -4.7740 -1.5136 0.0 0.0 0.0
H -4.1249 -5.0371 -1.7500 0.0 0.0 0.0
H -6.4126 -4.1599 -1.4524 0.0 0.0 0.0
H -6.7518 -1.8876 -0.5304 0.0 0.0 0.0
H -4.8168 -0.4847 0.0591 0.0 0.0 0.0
Cl -4.1243 4.8004 1.6964 0.0 0.0 0.0
C -2.7163 4.2991 0.8427 0.0 0.0 -0.1
C -2.8456 3.5996 -0.3401 0.0 0.1 0.1
C -1.6999 3.1921 -1.0134 0.1 -0.1 0.0
C -0.4196 3.4233 -0.4759 0.0 0.0 -0.1
C 0.7834 2.9302 -1.1766 0.1 0.2 -0.1
C -0.3363 4.1627 0.7286 0.0 0.0 0.0
C -1.4582 4.6190 1.3668 0.0 0.0 0.0
H -3.8263 3.4007 -0.7489 0.0 0.0 0.0
H -1.7958 2.7237 -1.9825 0.0 0.0 0.0
H 1.7162 3.3521 -0.8050 0.0 0.0 0.0
H 0.7215 3.0036 -2.2567 0.0 0.0 0.0
H 0.6397 4.4069 1.1300 0.0 0.0 0.0
H -1.3868 5.2002 2.2754 0.0 0.0 0.0
N 0.7204 -3.7618 -4.2305 -0.1 0.1 0.0
C 1.6855 -4.4672 -3.5600 0.0 -0.1 0.0
C 2.3056 -3.5537 -2.7608 0.0 0.0 0.0
N 1.7418 -2.3076 -2.9269 0.0 -0.1 0.0
C 0.7935 -2.4738 -3.8171 0.0 0.1 0.0
H 0.0762 -4.1232 -4.9123 0.0 0.0 0.0
H 1.8440 -5.5193 -3.7165 0.0 0.0 0.0
H 3.1198 -3.7218 -2.0750 0.0 0.0 0.0
H 0.1249 -1.7138 -4.1921 0.0 0.0 0.0
Se -2.4656 -0.3182 -4.3767 0.0 0.0 0.0
C -1.4651 0.2253 -3.0417 0.0 0.0 0.1
N -0.7916 0.5803 -2.1503 0.0 0.1 0.0
Br 1.8051 1.2092 -3.8650 0.1 0.0 -0.1
C 2.7167 0.4706 -2.4018 0.0 0.0 0.0
C 3.9939 -0.0071 -2.6716 0.0 0.0 0.0
C 4.6857 -0.6730 -1.6869 0.0 0.0 0.0
C 4.0715 -0.8485 -0.4541 0.0 0.0 0.0
C 2.8244 -0.3096 -0.2590 0.0 0.0 0.0
N 2.1426 0.3809 -1.2002 -0.1 0.0 -0.1
H 4.4022 0.1240 -3.6619 0.0 0.0 0.0
H 5.6751 -1.0643 -1.8811 0.0 0.0 0.0
H 4.5497 -1.3892 0.3498 0.0 0.0 0.0
H 2.3220 -0.4332 0.6881 0.0 0.0 0.0
```
Positions in Å, forces in eV/Å.

These are the Mulliken partial charges, in e, on atoms 1 to 6: number 1, Re, carries 0.73; number 2, C, carries -1.34; number 3, O, carries -0.24; number 4, C, carries 0.35; number 5, C, carries -0.64; number 6, C, carries -0.87


(4)
Formula: C33H27Cl2IN4O3Rh
Source: the Open Molecules 2025 dataset
Level of theory: wB97M-V/def2-TZVPD

As for the multiplicity: 1. As for the net charge: -1. The calculation puts the lowest unoccupied orbital energy at 2.111 eV. The HOMO energy comes out at -4.8 eV.

The geometry in XYZ format:
```
71
Properties=species:S:1:pos:R:3:forces:R:3
Rh -0.6255 0.9570 -0.2990 1.8 1.0 0.1
C -0.5558 -0.3974 -3.6105 0.1 0.0 0.2
C 0.8706 -0.7784 -3.3844 0.2 0.4 0.1
C 1.3843 -1.9476 -3.9066 0.2 -0.2 0.0
C 2.7148 -2.2864 -3.7161 0.1 -0.1 0.0
C 3.5506 -1.4225 -3.0285 0.0 -0.2 -0.2
C 3.0870 -0.2259 -2.5101 -0.5 0.3 0.0
C 4.0318 0.7023 -1.8139 0.0 0.0 -0.1
C 1.7115 0.1001 -2.6557 0.7 -1.0 -0.9
N 1.1483 1.1717 -2.0365 -1.8 0.7 1.7
C 1.6356 2.4162 -2.0233 -0.2 -1.1 -1.3
O 2.3887 2.9003 -2.8745 0.2 0.5 0.3
C 1.1658 3.2276 -0.8669 -0.2 0.0 0.7
C 1.5173 4.5630 -0.7645 0.0 0.1 0.2
C 1.1852 5.2742 0.3778 -0.2 -0.6 0.2
C 0.5264 4.5988 1.4032 0.2 0.4 -0.2
C 0.1796 3.2722 1.2329 0.1 -0.2 -0.4
N 0.4781 2.5892 0.1062 0.2 1.3 -0.2
C -0.5731 2.5419 2.3058 -0.8 -0.5 0.6
O -0.8529 3.0907 3.3741 0.4 0.3 -0.1
N -0.8864 1.2968 1.9605 0.3 0.2 -3.0
C -1.5757 0.3596 2.6996 -1.0 -0.9 0.9
C -2.9861 0.3193 2.6692 0.4 0.1 0.0
C -3.7557 1.3928 1.9696 0.2 0.1 -0.1
C -3.6462 -0.7265 3.2897 0.0 -0.1 0.2
C -2.9495 -1.7212 3.9531 0.0 0.0 0.0
C -1.5673 -1.6630 4.0192 -0.2 -0.1 0.1
C -0.8710 -0.6340 3.4112 0.0 0.5 -0.4
C 0.6201 -0.5414 3.5098 0.0 0.1 0.0
H -1.0658 -1.1321 -4.2289 -0.1 -0.1 0.0
H -0.6092 0.5768 -4.0950 -0.1 0.1 0.0
H -1.0834 -0.3139 -2.6568 -0.2 0.0 -0.1
H 0.7365 -2.6000 -4.4769 -0.1 -0.1 0.0
H 3.1041 -3.2144 -4.1113 0.0 -0.1 0.0
H 4.5927 -1.6902 -2.8974 0.1 0.1 0.0
H 4.9894 0.2172 -1.6310 0.0 -0.1 0.1
H 3.6242 1.0504 -0.8646 0.0 0.1 0.1
H 4.1921 1.5903 -2.4263 0.1 0.1 0.1
H 2.0489 5.0104 -1.5894 0.1 -0.1 -0.1
H 1.4449 6.3165 0.4776 0.0 0.1 0.0
H 0.2489 5.0846 2.3286 0.0 -0.1 0.0
H -3.6538 1.2747 0.8890 0.0 0.1 -0.1
H -3.3658 2.3731 2.2493 -0.1 0.0 -0.1
H -4.8136 1.3416 2.2234 0.0 0.0 0.0
H -4.7265 -0.7639 3.2487 -0.1 0.0 0.0
H -3.4864 -2.5333 4.4227 0.0 -0.1 0.0
H -1.0212 -2.4300 4.5526 0.1 0.0 0.0
H 1.0344 -1.4326 3.9782 0.0 0.0 0.0
H 0.8914 0.3303 4.1075 0.1 0.0 0.0
H 1.0628 -0.4152 2.5218 0.0 0.0 0.1
Cl -0.3537 -5.9798 0.2388 0.2 -0.5 0.0
C -0.8274 -4.3220 0.1489 -0.9 0.0 0.0
C -2.1847 -4.0270 0.1352 1.3 -0.5 0.1
C -2.5781 -2.7139 0.0023 -0.2 1.4 -0.2
I -4.5931 -2.1532 -0.1049 0.2 -0.2 -0.1
C -1.6504 -1.6687 -0.1368 -1.0 -0.1 -0.3
O -2.0040 -0.4736 -0.4827 -0.2 -0.4 0.3
C -0.2759 -1.9791 0.0377 0.5 0.0 0.1
N 0.5643 -0.9154 0.0963 1.3 -0.5 0.3
C 1.8846 -1.1642 0.1888 -1.9 1.2 0.1
C 2.4045 -2.4370 0.1795 -0.3 -1.9 0.0
C 1.5542 -3.5431 0.1210 0.6 1.2 0.1
C 0.1662 -3.3213 0.1061 -0.2 0.0 0.0
H -2.9106 -4.8221 0.2035 0.0 -0.1 0.0
H 2.5155 -0.2953 0.3027 0.0 0.0 -0.1
H 3.4742 -2.5733 0.2275 0.1 0.0 -0.1
H 1.9439 -4.5468 0.0825 0.1 -0.1 0.1
Cl -3.3516 1.6592 -1.9377 -0.5 -0.2 -0.3
C -1.8414 2.3286 -1.3390 0.6 0.2 1.4
H -2.1198 3.1541 -0.6706 0.1 -0.1 -0.2
H -1.3113 2.7267 -2.2103 0.2 -0.2 0.2
```
Positions in Å, forces in eV/Å.

These are the Mulliken partial charges, in e, on atoms 1 to 6: number 1, Rh, carries -1.16; number 2, C, carries -0.93; number 3, C, carries 1.16; number 4, C, carries -0.73; number 5, C, carries -0.93; number 6, C, carries -0.78


What are the ΔE to the lowest compared entry with this formula, charge and spin values for these records? In order: 407.6 56.1 107.6 182.6 kJ/mol.
What are the energy values for these records? In order: -4360.4792 -6327.4157 -7266.4477 -3047.2700 hartree.